Entry 1:
Molecular formula: C9H22Cl10N4O8
Method: DFT, ωB97M-V/def2-TZVPD

Properties
* HOMO-LUMO gap: 10.62 eV
* energy above the lowest of the compared OMol25 structures with the same formula, charge and spin: 12.6 kcal per mole
* structure (SMILES): C[N+](=O)[O-].C[N+](=O)[O-].C[N+](=O)[O-].C[N+](=O)[O-].ClCCl.ClCCl.ClCCl.ClCCl.ClCCl
* maximum force: 2.11 eV/A

Each line ends with the Mulliken charge.
Atoms and positions in Å:
C: 2.454 -2.350 0.144  -0.306
N: 3.636 -1.978 -0.671  1.035
O: 4.491 -1.304 -0.149  -0.545
O: 3.684 -2.416 -1.807  -0.599
H: 1.786 -1.494 0.125  -0.147
H: 2.769 -2.737 1.103  0.292
H: 1.888 -3.106 -0.397  0.241
C: -3.011 -2.903 3.349  -0.754
N: -2.035 -2.629 2.235  0.799
O: -2.126 -1.563 1.672  -0.349
O: -1.259 -3.501 1.946  -0.549
H: -2.862 -3.932 3.641  0.321
H: -3.996 -2.719 2.937  0.270
H: -2.751 -2.132 4.071  0.271
C: 3.595 1.736 0.793  -0.396
N: 4.471 1.481 1.974  0.981
O: 4.888 2.464 2.529  -0.606
O: 4.824 0.376 2.222  -0.519
H: 3.359 0.770 0.368  -0.037
H: 4.252 2.305 0.139  0.324
H: 2.759 2.366 1.063  0.251
C: -1.011 0.160 -0.724  -0.394
N: 0.295 0.795 -0.376  1.039
O: 0.447 1.260 0.728  -0.381
O: 1.178 0.704 -1.213  -0.593
H: -0.973 -0.873 -0.409  0.200
H: -1.242 0.354 -1.761  0.047
H: -1.720 0.684 -0.084  0.058
Cl: -2.960 3.508 2.433  -0.166
C: -2.733 1.792 2.900  0.307
Cl: -4.074 0.794 2.393  -0.161
H: -1.822 1.367 2.485  -0.274
H: -2.632 1.784 3.977  0.286
Cl: 0.645 -0.995 3.183  -0.072
C: 0.973 0.534 3.969  -0.201
Cl: -0.101 0.926 5.310  -0.178
H: 2.004 0.561 4.309  0.428
H: 0.879 1.354 3.261  0.029
Cl: -0.204 -2.211 -2.700  -0.072
C: 0.977 -3.289 -3.456  -0.152
Cl: 0.200 -4.632 -4.269  -0.173
H: 1.601 -2.743 -4.154  0.319
H: 1.618 -3.648 -2.660  0.125
Cl: -1.422 0.902 -4.603  -0.088
C: -2.250 0.359 -6.064  -0.329
Cl: -3.802 -0.409 -5.656  -0.162
H: -2.489 1.168 -6.747  0.304
H: -1.616 -0.326 -6.615  0.284
Cl: -1.966 3.401 -1.033  -0.047
C: -2.073 4.660 -2.287  -0.403
Cl: -2.864 6.126 -1.702  -0.159
H: -1.069 4.936 -2.581  0.313
H: -2.611 4.264 -3.139  0.287


Entry 2:
Molecular formula: C9H22ClEuI2N2P2
Method: DFT, ωB97M-V/def2-TZVPD

Properties
* HOMO-LUMO gap (spin up / spin down): 6.96 / 4.70 eV
* spin multiplicity: 7
* net charge: +2
* maximum force: 3.09 eV/A

Each line ends with the Mulliken charge.
Atoms and positions in Å:
I: 2.290 0.197 -0.717  0.120
I: -1.909 -0.084 1.694  -0.014
Eu: -0.891 1.091 -1.274  1.098
P: 0.502 2.870 0.936  0.395
C: 1.453 2.851 2.513  -1.142
C: 1.492 4.055 -0.104  -1.119
H: 1.580 4.975 0.469  0.386
H: -0.501 4.899 1.753  0.371
H: 1.048 4.259 -1.087  0.381
H: -1.614 4.146 0.557  0.394
H: 2.362 2.251 2.322  0.338
H: 2.482 3.646 -0.329  0.379
C: -0.925 3.965 1.393  -1.136
H: 1.705 3.882 2.802  0.414
H: -1.535 3.491 2.168  0.373
H: 0.859 2.352 3.297  0.340
P: -1.196 -1.903 -2.077  0.585
C: -0.807 -3.627 -1.576  -1.135
C: -3.031 -1.981 -2.375  -1.159
H: -0.753 -0.921 -4.333  0.392
H: -1.109 -2.672 -4.385  0.376
H: 0.486 -2.056 -3.884  0.369
C: -0.594 -1.887 -3.837  -1.177
H: -3.456 -1.030 -2.724  0.395
H: -3.227 -2.760 -3.108  0.357
H: -1.228 -4.337 -2.304  0.405
H: -1.238 -3.792 -0.571  0.342
H: -3.574 -2.204 -1.451  0.375
H: 0.288 -3.744 -1.501  0.331
Cl: -1.968 2.546 -2.963  -0.390
N: 0.533 -1.310 2.551  0.209
C: 1.261 -2.166 3.299  -0.411
C: 2.229 -2.705 2.423  -0.953
C: 1.923 -2.143 1.166  -0.213
N: 0.877 -1.304 1.277  0.092
H: -0.347 -0.842 2.777  0.111
H: 1.039 -2.375 4.334  0.452
H: 3.033 -3.367 2.624  0.422
H: 2.461 -2.264 0.244  0.645


Entry 3:
Molecular formula: C9H22ClI2InN2P2
Method: DFT, ωB97M-V/def2-TZVPD

Properties
* HOMO-LUMO gap (spin up / spin down): 5.19 / 4.04 eV
* net charge: +2
* maximum force: 3.72 eV/A

Each line ends with the Mulliken charge.
Atoms and positions in Å:
I: 0.500 -1.360 -0.516  0.341
I: 0.374 1.087 1.486  -0.123
In: -1.992 2.425 -2.717  0.987
P: 1.659 1.247 -1.651  0.317
C: 3.218 0.487 -0.997  -1.063
C: 2.082 0.977 -3.374  -1.155
H: 3.071 1.318 -3.698  0.399
H: 3.248 3.082 -2.136  0.401
H: 1.368 1.450 -4.052  0.323
H: 1.585 3.615 -2.110  0.336
H: 3.090 -0.600 -0.914  0.388
H: 2.074 -0.098 -3.530  0.344
C: 2.288 2.925 -1.641  -1.197
H: 4.166 0.628 -1.552  0.377
H: 2.422 3.198 -0.596  0.342
H: 3.404 0.887 0.009  0.374
P: -2.619 -0.052 0.342  0.272
C: -2.619 -1.282 1.743  -0.985
C: -3.743 1.094 1.164  -1.118
H: -4.273 -0.280 -1.439  0.329
H: -4.878 -1.110 -0.029  0.382
H: -3.557 -1.819 -0.911  0.344
C: -3.953 -0.862 -0.569  -1.174
H: -4.018 1.913 0.493  0.324
H: -4.690 0.709 1.562  0.392
H: -3.569 -1.660 2.183  0.376
H: -2.065 -0.866 2.599  0.359
H: -3.200 1.503 2.017  0.338
H: -2.086 -2.182 1.412  0.337
Cl: -3.156 4.130 -4.110  -0.258
N: 1.733 -1.151 2.527  0.366
C: 2.283 -2.003 3.308  -0.179
C: 2.067 -3.276 2.664  -1.007
C: 1.301 -3.033 1.540  -0.033
N: 1.134 -1.737 1.515  -0.072
H: 1.487 -0.105 2.572  0.187
H: 2.617 -1.446 4.147  0.499
H: 2.368 -4.286 2.686  0.433
H: 0.879 -3.466 0.572  0.497